Here is an isolated ion of composition C7H14N3O and charge +1 in a non-equilibrium geometry from the Open Molecules 2025 dataset. Energies are from ωB97M-V with the def2-TZVPD basis set.

XYZ file:
```
25
Properties=species:S:1:pos:R:3:nbo_charge:R:1
O -2.10567 -0.72892 -0.04650 -0.57
N -0.31627 0.61123 -0.06697 -0.28
N -1.41716 1.79196 -0.38537 -0.38
N 1.44742 -0.72822 0.07563 -0.35
C 0.24739 -2.28650 -1.39134 -0.56
C 0.25946 -1.56533 0.07114 0.01
C -0.83959 -0.53744 0.10587 0.69
C 2.01819 1.64162 -0.25709 -0.67
C -1.36822 2.73329 0.77079 -0.46
C 0.23893 -2.58443 1.12988 -0.62
C 1.11606 0.48857 -0.10502 0.41
H 1.37326 -2.64109 1.45230 0.26
H -2.52957 0.12623 -0.24077 0.53
H 1.57324 2.27020 -1.10261 0.23
H -0.35633 3.00665 1.08842 0.21
H -0.92824 2.09113 -1.14319 0.36
H 2.97908 1.23915 -0.54600 0.28
H 0.02896 -1.60922 -2.25081 0.22
H 2.08490 2.20452 0.73257 0.26
H -0.13319 -3.57164 0.88255 0.25
H -0.28182 -2.10597 1.97884 0.22
H 1.18595 -2.77339 -1.68972 0.26
H -1.85740 3.73525 0.68015 0.27
H -0.59154 -2.87140 -1.36500 0.22
H -1.82786 2.06374 1.62225 0.22
```

Results
HOMO-LUMO gap	10.7	eV
ΔE to the lowest compared entry with this formula, charge and spin	3.025	eV
charge	+1
LUMO level	-3.8	eV
structure (SMILES)	CN[N+]1=C(O)C(C)(C)N=C1C

***

Here is a 7-piece molecular cluster, C10H36N2O7 overall in a non-equilibrium geometry from the Open Molecules 2025 dataset. Energies are from ωB97M-V with the def2-TZVPD basis set.

XYZ file:
```
55
Properties=species:S:1:pos:R:3:nbo_charge:R:1
O 20.54895 3.72552 -17.28633 -0.96
O 25.15717 3.47731 -16.06806 -0.99
O 23.84745 4.86936 -14.18860 -0.73
O 21.90735 -0.64609 -15.61848 -0.95
O 22.73108 1.73038 -17.01499 -0.99
O 19.28136 0.03596 -20.23357 -0.57
O 23.96816 1.43361 -21.28895 -0.55
N 24.85958 -1.44858 -23.46415 -0.81
N 18.43547 1.65120 -17.87874 -0.82
C 18.98544 0.31910 -17.83098 -0.08
C 20.07939 -0.26581 -21.36588 -0.25
C 19.93018 -0.07090 -18.94768 -0.07
C 22.90605 4.31473 -13.28248 -0.06
C 23.62622 1.70525 -19.99883 -0.24
C 24.05859 0.03783 -21.64065 -0.06
C 22.17186 3.07824 -13.81571 -0.64
C 22.62058 -0.27183 -23.77974 -0.64
C 24.02847 -0.27136 -23.20814 -0.07
C 17.87619 -0.68214 -17.60745 -0.62
H 21.53178 2.56421 -13.09865 0.22
H 20.08403 4.15937 -18.00177 0.48
H 24.34306 5.52587 -13.69366 0.48
H 20.58310 4.38121 -16.58982 0.49
H 24.40480 1.44043 -19.28344 0.17
H 24.60509 -1.74281 -24.39622 0.35
H 23.37166 2.76101 -19.90577 0.19
H 24.76152 3.94925 -15.33527 0.48
H 24.95205 -0.34601 -21.14823 0.18
H 17.42779 -0.69391 -18.60089 0.21
H 22.61474 -0.36904 -24.86537 0.21
H 24.45367 2.92161 -16.40349 0.48
H 22.41924 0.92203 -16.60809 0.49
H 21.65070 3.37321 -14.72648 0.20
H 22.22891 5.12534 -13.01326 0.16
H 20.71079 0.68983 -18.94296 0.17
H 22.80873 1.07138 -19.65527 0.15
H 17.14589 -0.50177 -16.81863 0.22
H 21.97714 -1.09181 -23.46079 0.20
H 22.84740 2.29871 -14.16795 0.23
H 23.14872 -0.46676 -21.31565 0.15
H 19.20859 2.29260 -17.98359 0.36
H 17.93738 1.78060 -18.74780 0.35
H 19.59895 -0.36597 -22.33915 0.20
H 21.93627 2.23669 -17.18281 0.49
H 18.20288 -1.70030 -17.39597 0.20
H 23.42512 3.99286 -12.37966 0.16
H 20.69530 0.61021 -21.56919 0.17
H 21.52536 -0.64633 -14.74079 0.48
H 19.57110 0.31273 -16.91170 0.19
H 24.52967 -2.16938 -22.83829 0.34
H 20.42139 -1.03385 -18.80791 0.17
H 22.10964 0.65636 -23.52376 0.22
H 21.91036 -1.56710 -15.87917 0.48
H 20.69806 -1.15389 -21.23684 0.16
H 24.60378 0.51527 -23.69634 0.19
```

Results
HOMO-LUMO gap	9.5	eV
ΔE to the lowest compared entry with this formula, charge and spin	1.074	eV
LUMO level	0.2	eV
structure (SMILES)	COC[C@H](C)N.COC[C@H](C)N.CCO.O.O.O.O

***

Here is one molecule with the formula C6H6N2 in a non-equilibrium geometry from the Open Molecules 2025 dataset. Energies are from ωB97M-V with the def2-TZVPD basis set.

XYZ file:
```
14
Properties=species:S:1:pos:R:3:nbo_charge:R:1
N 1.42467 1.58358 1.05241 -0.43
N 0.20378 2.05478 0.65238 -0.19
C -2.19764 -1.97772 -1.73003 -0.22
C -0.47156 1.11331 0.04774 -0.04
C 0.32186 -0.21135 0.03260 0.00
C 1.41016 0.16048 1.07021 -0.28
C 0.04096 -1.39230 -0.51378 -0.30
C -1.13708 -1.65114 -1.25592 -0.05
H -3.26724 -2.17161 -1.98302 0.25
H 1.49601 2.07382 1.90561 0.38
H 1.02265 -0.25852 2.11232 0.20
H 0.66628 -2.29649 -0.39195 0.23
H -1.49449 1.28740 -0.35964 0.22
H 2.37738 -0.35079 0.87826 0.23
```

Results
HOMO-LUMO gap	8.6	eV
ΔE to the lowest compared entry with this formula, charge and spin	3.343	eV
LUMO level	0.3	eV
structure (SMILES)	C#C/C=C1\C=NNC1

***

Question: What is the formula in the third record?
Answer: C6H6N2

***

Please write out number 2 again, unchanged.
Here is a 7-piece molecular cluster, C10H36N2O7 overall in a non-equilibrium geometry from the Open Molecules 2025 dataset. Energies are from ωB97M-V with the def2-TZVPD basis set.

XYZ file:
```
55
Properties=species:S:1:pos:R:3:nbo_charge:R:1
O 20.54895 3.72552 -17.28633 -0.96
O 25.15717 3.47731 -16.06806 -0.99
O 23.84745 4.86936 -14.18860 -0.73
O 21.90735 -0.64609 -15.61848 -0.95
O 22.73108 1.73038 -17.01499 -0.99
O 19.28136 0.03596 -20.23357 -0.57
O 23.96816 1.43361 -21.28895 -0.55
N 24.85958 -1.44858 -23.46415 -0.81
N 18.43547 1.65120 -17.87874 -0.82
C 18.98544 0.31910 -17.83098 -0.08
C 20.07939 -0.26581 -21.36588 -0.25
C 19.93018 -0.07090 -18.94768 -0.07
C 22.90605 4.31473 -13.28248 -0.06
C 23.62622 1.70525 -19.99883 -0.24
C 24.05859 0.03783 -21.64065 -0.06
C 22.17186 3.07824 -13.81571 -0.64
C 22.62058 -0.27183 -23.77974 -0.64
C 24.02847 -0.27136 -23.20814 -0.07
C 17.87619 -0.68214 -17.60745 -0.62
H 21.53178 2.56421 -13.09865 0.22
H 20.08403 4.15937 -18.00177 0.48
H 24.34306 5.52587 -13.69366 0.48
H 20.58310 4.38121 -16.58982 0.49
H 24.40480 1.44043 -19.28344 0.17
H 24.60509 -1.74281 -24.39622 0.35
H 23.37166 2.76101 -19.90577 0.19
H 24.76152 3.94925 -15.33527 0.48
H 24.95205 -0.34601 -21.14823 0.18
H 17.42779 -0.69391 -18.60089 0.21
H 22.61474 -0.36904 -24.86537 0.21
H 24.45367 2.92161 -16.40349 0.48
H 22.41924 0.92203 -16.60809 0.49
H 21.65070 3.37321 -14.72648 0.20
H 22.22891 5.12534 -13.01326 0.16
H 20.71079 0.68983 -18.94296 0.17
H 22.80873 1.07138 -19.65527 0.15
H 17.14589 -0.50177 -16.81863 0.22
H 21.97714 -1.09181 -23.46079 0.20
H 22.84740 2.29871 -14.16795 0.23
H 23.14872 -0.46676 -21.31565 0.15
H 19.20859 2.29260 -17.98359 0.36
H 17.93738 1.78060 -18.74780 0.35
H 19.59895 -0.36597 -22.33915 0.20
H 21.93627 2.23669 -17.18281 0.49
H 18.20288 -1.70030 -17.39597 0.20
H 23.42512 3.99286 -12.37966 0.16
H 20.69530 0.61021 -21.56919 0.17
H 21.52536 -0.64633 -14.74079 0.48
H 19.57110 0.31273 -16.91170 0.19
H 24.52967 -2.16938 -22.83829 0.34
H 20.42139 -1.03385 -18.80791 0.17
H 22.10964 0.65636 -23.52376 0.22
H 21.91036 -1.56710 -15.87917 0.48
H 20.69806 -1.15389 -21.23684 0.16
H 24.60378 0.51527 -23.69634 0.19
```

Results
HOMO-LUMO gap	9.5	eV
ΔE to the lowest compared entry with this formula, charge and spin	1.074	eV
LUMO level	0.2	eV
structure (SMILES)	COC[C@H](C)N.COC[C@H](C)N.CCO.O.O.O.O

***

Question: Which value of LUMO level does entry 1 give?
Answer: -3.8 eV